ORCA calculation (ωB97M-V/def2-TZVPD) on the ion C7H13O with charge -1 at a distorted geometry.

Computed properties:
Calculated total energy in eV: -9515.852
SMILES: C=C(C)CCCC[O-]
Max |F| in eV Å⁻¹: 1.2
LUMO level in Eh: 0.122
HOMO level in eV: -2.190
Energy above the lowest of the compared OMol25 structures with the same formula, charge and spin in kcal per mole: 13.0

Structure (ORCA input):
```
! RIJCOSX wB97M-V def2-TZVPD def2/J DEFGRID3
* xyz -1 1
C 0.669 -2.209 -2.219
O 0.192 -3.432 -2.364
C 0.452 -1.573 -0.751
C -0.472 -0.341 -0.722
C 0.208 0.961 -0.234
C 0.939 1.729 2.009
C -0.047 1.347 1.196
C -1.458 1.347 1.715
H 1.776 -2.135 -2.372
H 0.168 -1.433 -2.866
H -0.087 -2.392 -0.268
H 1.437 -1.453 -0.279
H -0.767 -0.192 -1.761
H -1.357 -0.577 -0.143
H -0.109 1.771 -0.895
H 1.290 0.912 -0.361
H 0.756 2.012 3.047
H 1.972 1.682 1.701
H -1.873 0.334 1.698
H -2.188 1.917 1.127
H -1.502 1.725 2.740
*
```